1.
86
Properties=species:S:1:pos:R:3:forces:R:3 method="wB97M-V/def2-TZVPD" gap_ev=5.0 molar_mass_g_mol=848.8 e_homo_ev=-4.21 charge=-1
Ti -0.209 -0.222 -0.347 0.011 0.023 0.449
C -6.484 -0.228 1.867 -0.019 0.002 0.003
C -6.163 1.047 2.340 -0.019 0.006 0.009
C -4.865 1.535 2.272 0.022 -0.014 -0.003
C -3.911 0.709 1.707 0.076 -0.053 0.025
C -2.419 0.916 1.529 -0.237 0.053 -0.489
N -2.171 2.237 1.068 0.049 0.009 0.044
C -1.417 2.546 0.095 -0.028 0.012 0.046
C -1.210 3.964 -0.272 0.004 0.037 0.023
C -1.718 5.127 0.278 0.019 -0.051 -0.057
C -1.287 6.326 -0.273 -0.006 0.017 0.016
C -0.378 6.349 -1.334 0.009 0.035 -0.004
C 0.125 5.175 -1.876 -0.039 -0.023 0.004
C -0.313 3.986 -1.320 -0.017 0.002 0.027
C 0.022 2.586 -1.627 0.151 0.037 -0.169
N 0.831 2.285 -2.588 -0.126 -0.053 0.013
C 1.076 0.989 -2.882 0.049 0.208 0.025
N 0.589 -0.105 -2.263 0.045 -0.043 0.004
C 1.049 -1.228 -2.970 -0.029 0.058 0.026
N 0.669 -2.472 -2.777 0.035 -0.088 -0.055
C -0.246 -2.844 -1.937 -0.060 0.027 0.081
N -0.997 -2.009 -1.062 0.073 -0.090 -0.162
C -1.979 -2.763 -0.542 -0.120 -0.024 0.023
N -3.014 -2.338 0.188 0.026 0.093 0.004
C -3.008 -1.112 0.644 -0.088 -0.149 -0.015
N -1.993 -0.224 0.679 0.087 -0.010 0.117
C -4.225 -0.546 1.239 0.016 0.060 -0.023
C -5.516 -1.046 1.307 0.033 -0.002 0.019
C -1.856 -4.137 -0.978 -0.008 0.018 -0.028
C -2.626 -5.266 -0.701 0.025 0.052 -0.001
C -2.257 -6.451 -1.301 0.008 -0.020 -0.005
C -1.151 -6.503 -2.171 -0.012 -0.040 -0.001
C -0.400 -5.384 -2.458 0.005 0.056 0.012
C -0.763 -4.183 -1.842 -0.017 -0.011 -0.018
C 1.896 -0.792 -4.032 0.017 -0.010 -0.011
C 2.618 -1.473 -5.024 -0.048 0.009 0.043
C 3.335 -0.722 -5.923 0.029 0.017 -0.031
C 3.347 0.691 -5.873 0.017 -0.024 -0.009
C 2.634 1.366 -4.911 -0.026 -0.006 0.001
C 1.909 0.609 -3.985 0.022 -0.040 0.021
N -0.639 1.750 -0.766 -0.074 -0.020 0.028
H -7.507 -0.575 1.938 0.003 -0.001 0.001
H -6.943 1.664 2.768 0.005 0.001 0.001
H -4.601 2.517 2.641 -0.003 0.000 0.000
H -2.413 5.089 1.106 0.003 0.007 0.006
H -1.651 7.263 0.130 0.000 -0.002 -0.003
H -0.056 7.303 -1.731 -0.004 -0.003 -0.001
H 0.833 5.177 -2.693 0.012 -0.012 0.006
H -5.744 -2.033 0.930 0.002 0.002 -0.006
H -3.477 -5.199 -0.037 0.001 -0.011 0.002
H -2.819 -7.355 -1.107 -0.001 0.003 -0.002
H -0.889 -7.450 -2.627 -0.001 0.001 0.003
H 0.444 -5.423 -3.134 -0.001 0.001 0.001
H 2.603 -2.554 -5.069 0.007 0.001 0.002
H 3.909 -1.221 -6.695 -0.004 0.003 0.000
H 3.927 1.240 -6.604 -0.004 0.000 -0.001
H 2.623 2.447 -4.862 0.006 0.001 0.015
S 0.723 1.027 1.725 -0.043 -0.016 -0.252
C -0.143 1.005 3.176 0.072 0.100 0.021
S -1.854 0.700 3.262 0.090 -0.042 0.269
C 0.505 1.292 4.365 -0.107 -0.044 -0.119
C 1.902 1.556 4.365 0.175 -0.016 0.086
N 3.032 1.784 4.368 -0.040 0.006 -0.040
C -0.200 1.405 5.594 -0.075 0.029 0.107
N -0.791 1.495 6.580 0.021 -0.019 -0.015
C 1.557 -1.447 0.146 -0.021 -0.033 -0.181
C 2.263 -1.505 1.446 0.024 -0.018 0.081
C 3.592 -1.100 1.581 -0.013 -0.028 0.028
C 4.245 -1.157 2.801 -0.029 -0.028 -0.024
C 3.578 -1.645 3.919 -0.086 -0.009 -0.022
C 2.252 -2.070 3.804 0.030 0.012 -0.044
C 1.613 -2.001 2.585 0.020 0.017 0.004
C 4.251 -1.729 5.182 0.107 0.028 0.089
N 4.806 -1.813 6.187 -0.027 -0.019 -0.014
H 1.142 -2.439 -0.044 -0.004 -0.004 -0.009
H 2.256 -1.253 -0.671 0.050 0.061 0.055
H 4.131 -0.748 0.709 -0.016 0.014 -0.012
H 5.272 -0.831 2.890 -0.002 0.013 0.008
H 1.734 -2.449 4.676 0.001 0.007 0.008
H 0.579 -2.318 2.506 -0.005 0.006 -0.013
N 3.108 3.244 0.704 -0.136 -0.066 -0.030
N 2.936 2.066 -0.110 0.143 -0.028 -0.021
H 2.175 3.606 0.872 0.001 -0.004 0.017
H 3.458 2.975 1.618 0.049 0.021 -0.023
H 3.092 1.237 0.453 -0.047 -0.023 0.029
H 3.656 2.083 -0.822 -0.008 0.034 0.009

=====

2.
21
Properties=species:S:1:pos:R:3:forces:R:3 method="wB97M-V/def2-TZVPD" gap_ev=5.3 molar_mass_g_mol=246.6 e_homo_ev=-3.10 charge=-1
O 1.642 2.620 -2.115 0.099 -0.728 -0.964
C 0.708 1.932 -2.144 -1.138 0.920 1.136
N -0.394 1.376 -1.973 1.322 -0.202 0.271
C -0.573 1.394 -0.536 -0.108 0.401 1.885
C -0.561 0.461 0.446 -0.179 1.080 -2.051
C -0.502 -1.044 0.282 -2.331 0.025 0.516
C 0.146 -1.676 -0.987 0.503 -0.347 1.809
C 1.031 -2.897 -0.604 0.728 -0.389 -1.537
O 1.427 -3.600 -1.508 -0.153 -0.076 0.380
O 1.390 -3.165 0.676 -0.974 0.927 0.028
C -0.488 1.321 1.708 3.562 0.198 0.904
O 0.303 0.997 2.540 -1.219 -0.844 0.356
O -0.807 2.696 1.551 -0.437 -2.719 -3.595
C -1.051 2.684 0.177 -2.782 -0.784 -0.212
O -1.978 3.277 -0.308 1.190 1.061 -0.229
H -1.597 -1.297 0.157 0.811 0.203 0.290
H -0.283 -1.538 1.253 0.514 0.387 -0.785
H -0.622 -2.106 -1.665 0.587 0.434 0.396
H 0.757 -0.953 -1.557 -0.190 -0.553 0.307
H 1.809 -4.036 0.737 0.054 0.182 -0.495
Cl -0.359 3.554 3.871 0.142 0.824 1.592

=====

3.
11
Properties=species:S:1:pos:R:3:forces:R:3 method="wB97M-V/def2-TZVPD" gap_ev=9.2 molar_mass_g_mol=74.1 e_homo_ev=-8.27
O 0.916 1.038 0.865 0.166 0.233 -0.070
C 1.049 0.285 -0.300 0.002 -0.132 0.105
C 0.375 -1.051 -0.018 0.028 -0.100 -0.002
C -0.765 -0.241 -0.523 -0.084 -0.263 -0.200
O -1.607 0.360 0.378 0.095 0.106 0.154
H 1.289 1.907 0.671 -0.056 -0.132 0.083
H 0.033 0.657 -1.071 -0.036 0.062 -0.102
H 0.300 -1.320 1.035 0.026 0.048 -0.137
H 0.712 -1.876 -0.644 -0.077 0.155 0.091
H -1.276 -0.539 -1.437 0.105 0.064 0.111
H -1.027 0.780 1.042 -0.168 -0.042 -0.034

=====

4.
14
Properties=species:S:1:pos:R:3:forces:R:3 method="wB97M-V/def2-TZVPD" gap_ev="9.2 / 8.6" molar_mass_g_mol=93.2 e_homo_ev="-8.21 / -9.04" spin_multiplicity=2
C 0.396 -1.063 -3.030 1.413 -0.767 1.694
O 0.663 -2.191 -3.865 -0.964 0.380 -0.175
H 0.941 -1.330 -2.088 -0.382 0.789 -0.501
H 0.831 -0.163 -3.454 -0.145 0.158 -0.056
H -0.644 -0.912 -2.720 0.027 -0.120 -0.524
C -0.433 1.578 3.143 -0.399 -1.279 0.369
S 0.225 1.026 1.528 0.005 0.334 -0.300
C -0.864 -0.202 1.026 -0.801 -0.112 0.298
H 0.030 1.033 3.965 0.298 0.143 -0.017
H -1.474 1.252 3.158 -0.042 0.478 -0.018
H -0.339 2.645 3.304 0.048 0.103 -0.302
H -1.164 -1.033 1.653 0.384 0.072 0.407
H -0.209 -2.481 -4.134 0.051 -0.436 -0.425
H -1.596 -0.049 0.241 0.507 0.256 -0.450